Entry 1:
Computed, not measured: a molecular structure, C17H31AuN5O, with ωB97M-V with the def2-TZVPD basis set.

Structure (XYZ):
```
55
Properties=species:S:1:pos:R:3
Au -0.153 -0.558 0.076
C -2.581 -1.376 -1.987
C -1.541 -1.141 -3.114
N -0.330 -0.442 -2.707
C -0.217 0.975 -3.032
C 0.248 1.836 -1.850
N -0.429 1.528 -0.573
C -1.846 1.939 -0.518
C -2.800 0.978 -1.232
N -2.506 -0.411 -0.891
H -3.572 -1.376 -2.457
H -2.436 -2.362 -1.545
H -1.272 -2.119 -3.511
H -2.026 -0.606 -3.937
H 0.500 -0.935 -2.996
H 0.486 1.149 -3.851
H -1.177 1.338 -3.393
H 1.315 1.688 -1.681
H 0.094 2.888 -2.110
H 0.051 2.018 0.176
H -2.110 1.989 0.539
H -1.968 2.944 -0.935
H -3.819 1.262 -0.952
H -2.749 1.096 -2.310
H -3.086 -0.717 -0.122
C -1.379 -2.803 2.297
C 0.109 -2.972 1.967
C 0.482 -4.453 1.883
C 0.950 -2.282 3.077
C 0.478 -2.216 0.745
H -1.593 -3.260 3.265
H -2.003 -3.294 1.548
H -1.648 -1.747 2.346
H 0.256 -4.960 2.821
H 1.547 -4.579 1.681
H -0.078 -4.956 1.092
H 0.706 -2.783 4.015
H 0.706 -1.225 3.155
H 2.022 -2.388 2.901
H 1.211 -2.781 0.155
N 1.060 1.991 7.477
C -0.031 1.458 6.875
O -0.965 0.988 7.488
C -0.035 1.443 5.364
C 1.094 1.607 4.573
C 0.967 1.486 3.197
N -0.188 1.234 2.586
C -1.271 1.109 3.354
C -1.246 1.188 4.735
H 1.059 2.032 8.482
H 1.739 2.532 6.976
H 2.072 1.799 4.994
H 1.843 1.566 2.562
H -2.208 0.913 2.842
H -2.138 1.048 5.329
```

Output
Orbital gap ... 7.53 eV
E_LUMO ... -3.668 eV
Charge ... +1
DFT total energy ... -1150.82295 Eh

=====

Entry 2:
Computed, not measured: 3 unconnected molecules or ions with the total composition C17H31BN2O8 in a non-equilibrium geometry, with ωB97M-V with the def2-TZVPD basis set.

Structure (XYZ):
```
59
Properties=species:S:1:pos:R:3
C 2.069 -1.559 1.363
C 2.673 -1.082 -0.021
B 2.841 0.496 -0.165
O 4.122 1.072 -0.042
C 1.589 1.482 -0.494
C 2.079 2.817 -1.046
N 2.404 3.756 -1.563
C 0.663 1.708 0.755
C 1.131 2.855 1.617
N 1.458 3.613 2.373
C -0.832 1.882 0.307
C -1.478 0.458 0.331
C -2.968 0.503 -0.132
O -0.761 -0.468 -0.505
H 2.706 -2.384 1.742
H 1.075 -2.021 1.184
H 1.981 -0.770 2.131
H 3.655 -1.588 -0.148
H 1.959 -1.396 -0.817
H 4.642 0.617 -0.729
H 1.058 0.992 -1.340
H 0.702 0.787 1.369
H -1.376 2.443 1.098
H -0.949 2.380 -0.672
H -1.386 0.098 1.386
H -3.311 -0.510 -0.425
H -3.037 1.166 -1.014
H -3.570 0.924 0.702
H -1.076 -1.342 -0.235
C -6.536 6.325 0.907
C -6.277 5.025 0.173
O -5.879 3.989 1.082
C -6.870 3.406 1.761
O -8.042 3.663 1.668
O -6.330 2.497 2.582
C -7.276 1.847 3.432
H -5.673 6.598 1.517
H -6.741 7.130 0.201
H -7.389 6.232 1.580
H -5.449 5.157 -0.524
H -7.144 4.713 -0.410
H -8.100 1.427 2.857
H -7.650 2.548 4.179
H -6.757 1.037 3.940
C 6.460 -5.708 -4.274
C 6.335 -4.366 -3.582
O 5.217 -4.351 -2.684
C 5.421 -4.940 -1.502
O 6.442 -5.460 -1.135
O 4.281 -4.871 -0.804
C 4.333 -5.537 0.458
H 5.520 -5.979 -4.757
H 7.250 -5.680 -5.026
H 6.693 -6.498 -3.560
H 6.146 -3.588 -4.322
H 7.254 -4.098 -3.058
H 5.185 -5.201 1.048
H 4.374 -6.617 0.310
H 3.419 -5.292 0.995
```

Output
Orbital gap ... 10.66 eV
E_LUMO ... 0.209 eV
DFT total energy ... -1402.66964 Eh
SMILES ... CCB(O)[C@H](C#N)[C@@H](C#N)C[C@@H](C)O.CCOC(=O)OC.CCOC(=O)OC
Energy above the lowest of the compared OMol25 structures with the same formula, charge and spin ... 86.61 kJ/mol